Here is C25H20F5InOP2S2Te as an isolated structure from the Open Molecules 2025 dataset. Energies are from the ωB97M-V functional and the def2-TZVPD basis.

Atoms and positions in Å:
Te 4.80 3.25 0.48
In 1.72 2.59 0.62
S 1.26 1.63 3.05
S 0.83 3.02 -1.95
P 0.14 0.44 1.82
P -0.04 1.31 -1.36
F 4.32 1.86 1.64
F 5.73 4.09 1.82
F 3.94 2.19 -0.84
F 6.30 2.26 0.12
F 5.39 4.46 -0.77
O 3.16 4.05 0.77
C -3.80 2.06 -2.78
C -4.03 -0.05 3.65
C 0.10 1.35 0.36
C 1.32 -2.42 -2.36
C -3.80 -0.16 -1.88
C -1.66 -0.42 3.77
C -2.92 -0.55 4.33
C 1.60 -1.00 -4.28
C 2.26 -1.31 1.55
C 2.86 -2.55 1.41
C -2.46 2.20 -2.47
C 0.72 -3.61 1.68
C -1.50 0.20 2.53
C -2.61 0.71 1.87
C 1.70 -2.26 -3.69
C 2.08 -3.71 1.47
C 1.13 0.08 -3.56
C -1.78 1.15 -1.86
C -4.47 0.89 -2.49
C -3.87 0.58 2.43
C 0.89 -1.21 1.75
C -2.46 -0.04 -1.57
C 0.12 -2.37 1.82
C 0.74 -0.09 -2.23
C 0.84 -1.34 -1.64
H 0.11 -4.51 1.73
H -4.33 2.88 -3.26
H -2.48 1.22 0.92
H 3.93 -2.62 1.24
H 0.56 -1.48 -0.60
H 2.55 -4.68 1.37
H -0.95 -2.30 1.97
H -4.73 0.98 1.91
H -3.03 -1.02 5.29
H -0.79 -0.80 4.30
H 2.06 -3.10 -4.26
H 1.07 1.06 -4.02
H 1.91 -0.87 -5.31
H -1.93 3.11 -2.69
H 1.40 -3.39 -1.89
H -5.52 0.79 -2.73
H -4.32 -1.08 -1.65
H 2.87 -0.42 1.50
H -1.93 -0.87 -1.10
H -5.01 -0.15 4.09

Summary:
- ΔE to the lowest compared entry with this formula, charge and spin: 121.95 kJ/mol
- HOMO level: -8.36 eV
- Charge: 0

Atomic partial charges in e from the Löwdin method, atoms 1 to 6: 1.80, 0.55, 0.35, 0.35, 0.46, 0.44

Here is a 4-piece molecular cluster, CH11NO4 overall from the Open Molecules 2025 dataset. Energies are from the ωB97M-V functional and the def2-TZVPD basis.

Atoms and positions in Å:
O -1.13 2.57 0.94
O -0.77 -2.41 -0.27
O -0.21 -0.48 1.55
O 2.11 -3.47 -1.31
N 0.66 2.41 -0.71
C -0.73 2.33 -0.41
H 1.56 -3.74 -2.05
H 1.42 -3.06 -0.72
H -1.23 3.12 -0.98
H -1.06 -0.39 2.03
H -0.91 -1.99 -1.12
H -1.12 1.34 -0.69
H -0.86 1.78 1.43
H 1.04 3.31 -0.45
H 1.21 1.67 -0.28
H 0.38 -0.87 2.25
H -0.68 -1.71 0.42

Summary:
- Spin multiplicity: 2
- ΔE to the lowest compared entry with this formula, charge and spin: 0.00 kJ/mol
- HOMO level (alpha / beta): 0.21 / -6.61 eV
- Charge: -1

Atomic partial charges in e from the Löwdin method, atoms 1 to 6: -0.16, -0.16, -0.34, -0.13, 0.00, -0.44

Here is a 2-piece molecular cluster, C3H8NS overall from the Open Molecules 2025 dataset. Energies are from the ωB97M-V functional and the def2-TZVPD basis.

Atoms and positions in Å:
S 2.09 0.92 1.29
N -0.30 -0.65 -2.28
C 0.69 -0.49 -1.51
C -1.60 -0.30 -1.70
C 0.86 0.56 2.58
H 1.11 -0.28 3.23
H -1.94 0.63 -2.14
H 0.78 1.46 3.19
H 0.68 -0.06 -0.50
H -0.15 0.27 2.24
H -2.33 -1.08 -1.93
H 1.67 -0.81 -1.87
H -1.54 -0.19 -0.61

Summary:
- ΔE to the lowest compared entry with this formula, charge and spin: 122.53 kJ/mol
- HOMO level: -2.35 eV
- Charge: -1

Atomic partial charges in e from the Löwdin method, atoms 1 to 6: 0.05, -0.11, -0.11, -0.17, -0.75, -0.02

Here is the molecule C3H5IO from the Open Molecules 2025 dataset. Energies are from the ωB97M-V functional and the def2-TZVPD basis.

Atoms and positions in Å:
I -0.61 1.47 0.16
O 1.96 2.37 -1.38
C -0.69 -0.76 0.25
C 1.85 1.64 -0.28
C -1.77 -1.34 0.70
H 0.22 -1.13 0.01
H 2.35 2.37 0.54
H 1.74 1.91 -2.22
H -1.68 -2.48 0.76
H -2.60 -0.73 0.68

Summary:
- ΔE to the lowest compared entry with this formula, charge and spin: 429.48 kJ/mol
- HOMO level: -7.46 eV
- Charge: 0

Atomic partial charges in e from the Löwdin method, atoms 1 to 6: 0.98, -0.21, -0.48, -0.40, -0.12, -0.01

Here is C42H36NO9PReS as an isolated structure from the Open Molecules 2025 dataset. Energies are from the ωB97M-V functional and the def2-TZVPD basis.

Atoms and positions in Å:
Re 0.12 0.27 -0.15
S -1.06 -1.27 -3.40
P 0.89 1.57 1.74
O -0.44 -0.48 -2.28
O -2.02 -0.36 -0.03
O -3.57 -1.92 -0.32
O 2.04 0.21 -0.58
O 3.76 -1.12 -0.18
O 2.73 -2.74 2.67
O -1.72 2.30 -0.66
O 1.67 -0.92 2.06
O 0.04 2.77 -1.90
N -0.28 -2.11 0.87
C -2.64 -0.41 -3.93
C -1.03 0.47 5.74
C 3.12 -0.12 0.07
C 0.88 5.49 0.62
C -0.60 2.07 -1.01
C 3.22 2.60 2.76
C -2.21 2.05 -4.10
C -1.14 0.71 3.36
C 3.58 0.88 1.11
C -1.42 -2.61 0.41
C 5.46 1.89 2.24
C -2.40 1.98 -6.86
C 1.38 -1.18 -4.55
C -0.04 -0.89 -4.89
C 1.74 -2.46 -4.13
C 3.65 -0.46 -4.27
C 4.59 2.70 2.95
C 0.42 -4.29 1.51
C 0.21 1.04 3.34
C -0.88 3.75 1.89
C 0.39 3.31 1.52
C -2.05 3.21 -4.83
C 0.62 -2.91 1.44
C 1.74 -2.13 2.07
C 0.96 1.03 4.51
C 0.32 0.76 5.71
C 1.37 2.51 -2.32
C -2.36 -1.54 -0.02
C -0.75 -4.82 0.99
C -2.54 0.81 -6.13
C -1.25 5.05 1.63
C 4.00 -1.73 -3.84
C 1.26 4.18 0.87
C 4.95 0.98 1.32
C 2.70 1.68 1.85
C -0.38 5.92 1.00
C 2.34 -0.18 -4.61
C -1.71 -3.97 0.44
C -2.15 3.18 -6.22
C 3.05 -2.73 -3.78
C -2.46 0.83 -4.74
C -1.76 0.43 4.56
H -0.68 6.94 0.79
H 1.57 6.16 0.12
H 2.25 3.85 0.58
H -2.64 -4.34 0.05
H 2.07 0.80 -4.96
H 1.47 1.48 -2.70
H 5.60 0.32 0.77
H 2.08 2.65 -1.50
H 3.33 -3.72 -3.47
H -1.56 3.07 2.38
H 2.76 -3.71 2.58
H 4.98 3.42 3.67
H -2.74 -0.12 -6.66
H 0.90 0.76 6.63
H 1.14 -4.95 1.97
H -2.06 4.10 -6.78
H 4.40 0.32 -4.34
H -4.17 -1.17 -0.50
H -1.68 0.67 2.42
H -0.19 0.16 -5.16
H -2.81 0.19 4.58
H -0.44 -1.53 -5.67
H 1.57 3.22 -3.12
H 6.52 1.97 2.39
H -2.24 5.38 1.92
H -3.16 -1.18 -4.49
H 2.55 3.23 3.31
H -1.52 0.26 6.68
H 5.02 -1.94 -3.56
H -0.93 -5.88 1.03
H -2.17 2.09 -3.03
H -3.17 -0.20 -3.00
H -2.49 1.95 -7.94
H 2.02 1.21 4.49
H -1.85 4.14 -4.32
H 0.99 -3.24 -4.08

Summary:
- Spin multiplicity: 2
- ΔE to the lowest compared entry with this formula, charge and spin: 225.66 kJ/mol
- HOMO level (alpha / beta): -13.44 / -13.44 eV
- Charge: +2

Atomic partial charges in e from the Löwdin method, atoms 1 to 6: 1.58, 1.02, 1.05, -0.62, -0.04, 0.21

Here is C25H21BF6HfN12O4S2 as an isolated structure from the Open Molecules 2025 dataset. Energies are from the ωB97M-V functional and the def2-TZVPD basis.

Atoms and positions in Å:
Hf -0.17 0.10 0.28
S -3.35 0.02 0.92
S -1.73 -1.58 2.45
F -1.44 -0.29 4.81
F -2.87 -2.23 -0.11
F -4.79 -2.27 0.88
F -0.18 0.26 3.13
F 0.26 -1.51 4.29
F -4.56 -1.29 -1.04
O -2.20 0.27 0.00
O -0.73 -1.52 1.35
O -2.24 -2.86 2.70
O -4.26 1.09 0.98
N 1.70 -0.37 1.38
N -0.30 2.01 1.15
N -0.54 -1.09 -1.55
N -0.83 1.72 -1.78
N -1.38 0.90 -2.55
N 2.28 1.71 -0.37
N 2.94 4.27 0.69
N 1.48 0.78 -0.93
N -2.72 -0.39 2.28
N 2.43 0.68 1.86
N 0.86 2.58 1.57
N 3.24 3.14 1.39
C 4.82 4.64 1.81
C -2.02 -1.17 -3.46
C 4.37 3.36 2.10
C -0.27 5.32 -1.49
C 1.91 0.60 -2.19
C -4.01 -1.55 0.13
C -0.97 3.06 -1.99
C 3.20 2.11 -1.27
C -1.92 -2.56 -3.50
C 3.28 0.23 2.80
C -0.13 3.97 -1.30
C -1.95 3.57 -2.89
C 2.12 -1.46 2.02
C -2.07 4.93 -3.06
C 3.12 -1.14 2.94
C -0.74 -0.80 3.84
C -1.12 -3.18 -2.55
C -0.79 3.72 2.51
C -1.31 2.70 1.72
C -0.46 -2.42 -1.60
C -1.24 5.82 -2.37
C 2.99 1.43 -2.45
C 3.87 5.16 0.90
C -1.31 -0.46 -2.49
C 0.59 3.60 2.40
B 2.25 2.03 1.16
H 1.72 -2.44 1.80
H 5.64 5.16 2.25
H -2.34 2.44 1.55
H 3.94 0.88 3.34
H 4.82 2.63 2.74
H 0.17 -2.88 -0.84
H 3.54 1.53 -3.36
H 3.95 2.85 -1.05
H -2.81 5.32 -3.74
H 0.66 3.60 -0.66
H -1.36 6.88 -2.50
H -1.33 4.45 3.08
H 3.84 6.13 0.45
H 1.46 -0.11 -2.86
H -2.45 -3.13 -4.25
H -2.59 2.88 -3.42
H -2.63 -0.63 -4.17
H 3.65 -1.80 3.59
H 0.37 6.01 -0.97
H -1.01 -4.26 -2.54
H 1.35 4.20 2.86

Summary:
- Spin multiplicity: 2
- ΔE to the lowest compared entry with this formula, charge and spin: 156.23 kJ/mol
- HOMO level (alpha / beta): -16.32 / -16.32 eV
- Charge: +3

Atomic partial charges in e from the Löwdin method, atoms 1 to 6: 1.70, 0.70, 0.71, 0.24, 0.09, 0.24

Ordered F_max results: 0.0174 0.0228 0.0102 0.0688 0.0964 0.0583; unit Eh/bohr.